Here is a cluster of 12 separate species, C93H204N12O12 in total from the OMol25 dataset. Energies are from wB97M-V/def2-TZVPD.

- Energy relative to the best compared isomer or geometry (same formula, charge and spin): 15.7 kcal/mol
- DFT total energy: -5225.32383 Eh
- Structure (SMILES): CC1(C)CCCC(C)(C)N1O.CC1(C)CCCC(C)(C)N1O.CC1(C)CCCC(C)(C)N1O.CC1(C)CCCC(C)(C)N1O.CC1(C)CCCC(C)(C)N1O.CC1(C)CCCC(C)(C)N1O.CC1(C)CCCC(C)(C)N1O.CC1(C)CCCC(C)(C)N1O.CC1(C)CCCC(C)(C)N1O.COC[C@H](C)N.COC[C@H](C)N.COC[C@H](C)N
- LUMO level: 0.45 eV

The geometry in ORCA input format:
```
! RIJCOSX wB97M-V def2-TZVPD def2/J DEFGRID3
* xyz 0 1
C 3.303 -2.441 5.404
C 1.927 -2.125 6.071
C 2.080 -1.171 7.259
C 0.981 -1.601 5.016
C -0.520 -1.576 5.462
C -0.930 -3.049 5.715
C -0.096 -3.661 6.815
C -0.503 -3.050 8.147
C -0.252 -5.206 6.885
N 1.367 -3.467 6.486
O 2.126 -3.879 7.603
H 3.197 -3.289 4.750
H 3.640 -1.537 4.959
H 4.031 -2.714 6.166
H 2.740 -1.547 8.055
H 2.518 -0.200 6.967
H 1.168 -0.878 7.763
H 1.330 -0.636 4.698
H 1.058 -2.224 4.094
H -0.705 -0.908 6.335
H -1.146 -1.199 4.618
H -0.750 -3.653 4.852
H -1.963 -3.121 5.986
H -1.540 -3.304 8.389
H -0.470 -1.954 8.067
H 0.145 -3.373 8.944
H -1.320 -5.391 6.926
H 0.201 -5.617 7.761
H 0.084 -5.780 5.995
H 2.595 -4.669 7.352
C -6.238 7.295 -1.494
C -6.136 5.779 -1.204
C -6.197 5.512 0.359
C -7.311 5.138 -1.973
C -7.130 3.616 -2.046
C -5.750 3.233 -2.648
C -4.607 3.843 -1.843
C -4.531 3.048 -0.515
C -3.300 3.749 -2.596
N -4.818 5.330 -1.771
O -3.846 5.932 -0.940
H -7.303 7.528 -1.594
H -5.903 7.875 -0.610
H -5.780 7.656 -2.423
H -5.201 5.801 0.742
H -6.957 6.242 0.692
H -6.528 4.549 0.753
H -8.278 5.371 -1.460
H -7.468 5.541 -2.953
H -7.356 3.201 -1.065
H -7.839 3.217 -2.764
H -5.726 3.609 -3.643
H -5.564 2.139 -2.605
H -4.084 2.065 -0.801
H -5.510 2.830 -0.137
H -4.002 3.570 0.281
H -2.800 2.798 -2.579
H -2.555 4.433 -2.134
H -3.423 4.024 -3.616
H -3.467 6.626 -1.460
C 5.342 -3.423 1.787
C 5.926 -2.546 0.689
C 4.860 -1.929 -0.129
C 6.816 -1.480 1.341
C 7.775 -0.726 0.344
C 8.657 -1.791 -0.348
C 7.750 -2.731 -1.068
C 6.957 -2.064 -2.292
C 8.510 -3.922 -1.587
N 6.863 -3.385 -0.082
O 6.012 -4.239 -0.868
H 4.454 -2.987 2.290
H 4.939 -4.381 1.401
H 6.085 -3.658 2.559
H 5.267 -1.485 -1.019
H 4.176 -2.681 -0.420
H 4.362 -1.070 0.363
H 6.133 -0.732 1.785
H 7.300 -1.905 2.232
H 7.204 -0.151 -0.408
H 8.370 0.016 0.901
H 9.144 -2.397 0.430
H 9.344 -1.381 -1.082
H 6.763 -0.988 -2.128
H 5.982 -2.500 -2.449
H 7.573 -1.996 -3.175
H 8.706 -4.655 -0.788
H 9.490 -3.635 -2.087
H 7.989 -4.424 -2.444
H 6.293 -5.091 -0.555
C 1.700 3.136 -4.816
C 0.273 3.239 -4.214
C 0.350 2.828 -2.697
C -0.162 4.657 -4.388
C -0.584 5.042 -5.818
C -1.702 4.115 -6.239
C -1.350 2.673 -6.137
C -2.613 1.888 -6.193
C -0.369 2.307 -7.220
N -0.801 2.427 -4.781
O -0.412 1.072 -4.750
H 1.886 3.810 -5.676
H 2.508 3.296 -4.078
H 1.893 2.141 -5.228
H 0.936 3.542 -2.082
H -0.632 2.798 -2.281
H 0.930 1.860 -2.595
H -1.044 4.778 -3.763
H 0.601 5.379 -4.053
H -0.788 6.160 -5.879
H 0.230 4.853 -6.563
H -2.086 4.357 -7.261
H -2.561 4.307 -5.634
H -2.472 0.853 -6.191
H -3.230 2.119 -7.059
H -3.294 1.971 -5.323
H 0.622 2.728 -7.004
H -0.856 2.570 -8.147
H -0.167 1.215 -7.252
H -0.808 0.645 -3.946
C 0.943 -2.687 -1.838
C 0.831 -1.787 -0.642
C 1.415 -2.446 0.600
C 1.480 -0.404 -0.883
C 1.145 0.605 0.211
C -0.382 0.656 0.327
C -1.143 -0.640 0.497
C -0.952 -1.095 1.963
C -2.651 -0.408 0.330
N -0.679 -1.554 -0.570
O -1.303 -2.821 -0.374
H 2.059 -2.763 -2.108
H 0.616 -3.695 -1.668
H 0.326 -2.201 -2.611
H 0.713 -3.094 1.086
H 2.283 -3.116 0.404
H 1.824 -1.745 1.350
H 2.605 -0.592 -1.055
H 0.954 0.009 -1.788
H 1.730 0.291 1.090
H 1.525 1.587 -0.059
H -0.773 1.217 -0.532
H -0.638 1.375 1.153
H -1.379 -2.080 2.220
H -1.441 -0.354 2.602
H 0.081 -1.129 2.236
H -3.248 -1.171 0.777
H -2.939 -0.336 -0.720
H -3.057 0.496 0.737
H -1.535 -2.872 0.558
C -2.576 -4.048 -4.053
C -2.767 -2.922 -5.044
C -1.313 -2.549 -5.540
C -3.683 -3.272 -6.126
C -5.160 -3.317 -5.682
C -5.477 -1.980 -5.000
C -4.669 -1.659 -3.771
C -4.873 -0.188 -3.315
C -5.091 -2.663 -2.660
N -3.256 -1.705 -4.342
O -2.315 -1.169 -3.354
H -3.469 -4.581 -3.787
H -1.921 -4.823 -4.481
H -2.078 -3.721 -3.125
H -0.587 -2.500 -4.708
H -0.951 -3.501 -6.014
H -1.293 -1.763 -6.281
H -3.552 -2.507 -6.910
H -3.364 -4.282 -6.539
H -5.745 -3.424 -6.605
H -5.393 -4.133 -5.058
H -6.513 -1.853 -4.716
H -5.309 -1.154 -5.684
H -5.909 0.039 -3.185
H -4.551 0.488 -4.099
H -4.332 -0.056 -2.326
H -5.188 -3.690 -3.074
H -6.063 -2.386 -2.232
H -4.375 -2.664 -1.835
H -2.297 -1.714 -2.559
C 1.487 5.126 6.887
C 2.028 3.774 6.594
C 3.379 3.729 7.280
C 1.075 2.743 7.248
C -0.220 2.576 6.436
C 0.244 2.142 5.034
C 1.159 3.158 4.289
C 1.744 2.473 3.069
C 0.341 4.415 3.903
N 2.307 3.427 5.205
O 3.107 4.487 4.731
H 1.701 5.456 7.899
H 1.978 5.889 6.230
H 0.424 5.270 6.741
H 3.332 3.752 8.358
H 3.954 2.844 6.963
H 3.959 4.653 7.017
H 1.590 1.788 7.288
H 0.873 3.040 8.280
H -0.911 1.789 6.755
H -0.718 3.525 6.535
H -0.560 1.917 4.327
H 0.832 1.236 5.127
H 2.468 3.122 2.533
H 0.998 2.305 2.301
H 2.226 1.530 3.373
H 0.941 5.243 3.492
H -0.227 4.779 4.778
H -0.337 4.161 3.099
H 3.967 4.067 4.591
C 7.193 1.835 -2.803
C 5.737 1.995 -3.065
C 5.389 1.317 -4.372
C 4.750 1.392 -2.011
C 4.748 2.104 -0.655
C 4.230 3.547 -0.984
C 5.162 4.268 -1.942
C 4.477 5.622 -2.311
C 6.470 4.644 -1.176
N 5.279 3.458 -3.206
O 6.189 4.121 -4.087
H 7.505 0.859 -3.086
H 7.689 2.671 -3.290
H 7.406 1.992 -1.762
H 4.333 1.468 -4.655
H 5.947 1.715 -5.213
H 5.610 0.258 -4.340
H 3.774 1.451 -2.436
H 5.068 0.357 -1.890
H 4.087 1.676 0.107
H 5.763 2.222 -0.251
H 4.046 4.098 -0.047
H 3.223 3.479 -1.381
H 4.039 6.182 -1.497
H 3.678 5.365 -2.996
H 5.131 6.296 -2.923
H 7.004 3.790 -0.717
H 6.233 5.312 -0.314
H 7.147 5.143 -1.860
H 5.641 4.613 -4.758
C -5.739 2.578 7.140
C -5.336 2.531 5.615
C -6.313 3.326 4.791
C -3.909 3.121 5.459
C -3.232 2.882 4.120
C -3.189 1.376 3.864
C -4.628 0.691 3.957
C -5.374 1.130 2.708
C -4.500 -0.827 3.885
N -5.168 1.071 5.275
O -6.487 0.538 5.267
H -6.705 2.151 7.270
H -5.056 1.988 7.767
H -5.730 3.604 7.447
H -7.364 3.103 4.923
H -6.166 4.377 5.029
H -6.187 3.217 3.721
H -3.947 4.125 5.896
H -3.368 2.571 6.263
H -3.766 3.325 3.251
H -2.272 3.358 4.159
H -2.578 0.840 4.612
H -2.825 1.158 2.872
H -6.418 1.036 2.857
H -5.124 0.461 1.836
H -5.198 2.164 2.342
H -5.463 -1.257 3.708
H -4.145 -1.170 4.872
H -3.864 -1.102 3.041
H -6.403 -0.335 5.675
C 3.338 -5.712 -2.479
O 1.968 -6.092 -2.332
C 1.602 -6.572 -1.022
C 0.260 -7.268 -1.038
C -0.847 -6.466 -1.734
N -0.113 -7.316 0.426
H 3.460 -5.461 -3.539
H 4.080 -6.492 -2.280
H 3.611 -4.838 -1.918
H 2.400 -7.259 -0.630
H 1.477 -5.757 -0.287
H 0.344 -8.247 -1.592
H -1.784 -6.900 -1.517
H -0.734 -6.280 -2.851
H -0.792 -5.488 -1.350
H 0.510 -7.930 0.932
H -0.985 -7.779 0.571
C -6.376 -4.022 0.452
O -5.344 -4.570 1.268
C -4.040 -4.222 1.044
C -3.196 -5.077 1.959
C -3.676 -4.977 3.389
N -1.780 -4.640 1.922
H -6.617 -4.773 -0.310
H -6.078 -3.019 0.042
H -7.303 -3.905 1.076
H -3.747 -4.306 -0.014
H -3.949 -3.119 1.245
H -3.224 -6.123 1.637
H -4.731 -5.308 3.552
H -3.657 -3.917 3.768
H -2.991 -5.564 3.996
H -1.210 -5.132 1.247
H -1.353 -4.883 2.817
C 5.454 -3.474 -5.274
O 4.512 -2.411 -5.189
C 3.671 -2.276 -6.304
C 2.866 -0.949 -6.123
C 2.172 -0.817 -4.834
N 1.905 -0.905 -7.200
H 6.330 -3.147 -4.721
H 5.734 -3.643 -6.308
H 4.942 -4.344 -4.889
H 4.171 -2.334 -7.283
H 2.893 -3.063 -6.301
H 3.611 -0.158 -6.171
H 1.645 0.128 -4.819
H 2.891 -0.762 -3.983
H 1.499 -1.672 -4.622
H 2.288 -0.537 -8.075
H 1.190 -0.228 -7.022
*
```

Atom charges from the Löwdin analysis, given in e for atoms 1 to 2:
1 C -0.018
2 C -0.485

---

Here is a cluster of 7 separate species, C94H62BBr2NO17 in total from the OMol25 dataset. Energies are from wB97M-V/def2-TZVPD.

- DFT total energy: -10126.14546 Eh
- Structure (SMILES): C/C(Br)=C(\Br)[C@H]1[C@H](CCOC=O)NC(=O)[C@H]1B(O)O.O=C1c2ccccc2C(=O)c2ccccc21.O=C1c2ccccc2C(=O)c2ccccc21.O=C1c2ccccc2C(=O)c2ccccc21.O=C1c2ccccc2C(=O)c2ccccc21.O=C1c2ccccc2C(=O)c2ccccc21.O=C1c2ccccc2C(=O)c2ccccc21
- LUMO level: -1.17 eV

The geometry in ORCA input format:
```
! RIJCOSX wB97M-V def2-TZVPD def2/J DEFGRID3
* xyz 0 1
C 1.390 4.987 7.864
C 0.253 3.846 7.772
Br -0.938 3.729 9.359
C 0.115 2.991 6.646
Br 1.489 3.290 5.221
C -1.028 1.898 6.532
C -1.811 2.255 5.183
C -3.378 2.573 5.186
C -4.024 2.858 6.608
O -4.110 1.727 7.507
C -4.624 0.569 6.889
O -5.751 0.433 6.403
N -1.396 1.294 4.093
C -0.297 0.427 4.588
O 0.639 -0.075 3.937
C -0.623 0.379 6.146
B 0.284 -0.493 7.164
O 1.466 -0.064 7.835
O -0.185 -1.847 7.454
H 2.405 4.548 8.161
H 1.456 5.579 6.900
H 1.075 5.718 8.692
H -1.579 1.743 7.509
H -1.357 3.255 4.853
H -3.508 3.540 4.574
H -3.908 1.767 4.566
H -3.348 3.632 7.128
H -5.029 3.398 6.467
H -3.895 -0.316 6.783
H -1.116 1.725 3.202
H -1.654 -0.131 6.181
H 1.443 -0.552 8.695
H -1.128 -1.784 7.731
O 3.929 -2.572 8.436
C 4.114 -3.755 8.214
C 3.395 -4.435 7.112
C 2.515 -3.709 6.309
C 1.868 -4.330 5.251
C 2.094 -5.676 4.985
C 2.956 -6.411 5.790
C 3.604 -5.793 6.861
C 4.507 -6.586 7.725
O 4.648 -7.783 7.540
C 5.241 -5.902 8.815
C 6.122 -6.631 9.614
C 6.841 -5.991 10.617
C 6.683 -4.623 10.826
C 5.795 -3.896 10.040
C 5.067 -4.535 9.036
H 2.336 -2.657 6.502
H 1.189 -3.761 4.625
H 1.595 -6.152 4.148
H 3.125 -7.462 5.580
H 6.253 -7.696 9.453
H 7.528 -6.559 11.235
H 7.251 -4.123 11.603
H 5.674 -2.832 10.210
O -1.185 0.597 -4.007
C -0.899 0.899 -2.860
C -0.947 -0.115 -1.782
C -1.302 -1.430 -2.088
C -1.312 -2.396 -1.089
C -0.965 -2.055 0.216
C -0.627 -0.743 0.529
C -0.623 0.231 -0.469
C -0.280 1.630 -0.123
O -0.052 1.944 1.033
C -0.213 2.639 -1.204
C 0.144 3.953 -0.897
C 0.243 4.900 -1.909
C -0.014 4.541 -3.230
C -0.384 3.236 -3.537
C -0.490 2.283 -2.524
H -1.568 -1.702 -3.104
H -1.585 -3.419 -1.327
H -0.960 -2.813 0.992
H -0.363 -0.483 1.549
H 0.350 4.238 0.129
H 0.525 5.920 -1.669
H 0.073 5.279 -4.021
H -0.586 2.964 -4.566
O -1.481 -6.138 -0.299
C -1.305 -7.318 -0.556
C -2.038 -7.969 -1.666
C -2.921 -7.219 -2.443
C -3.583 -7.814 -3.511
C -3.365 -9.157 -3.807
C -2.500 -9.912 -3.024
C -1.838 -9.321 -1.947
C -0.932 -10.139 -1.107
O -0.801 -11.331 -1.318
C -0.185 -9.481 -0.010
C 0.700 -10.230 0.769
C 1.430 -9.611 1.779
C 1.281 -8.246 2.010
C 0.390 -7.504 1.245
C -0.349 -8.120 0.238
H -3.091 -6.171 -2.220
H -4.266 -7.228 -4.117
H -3.873 -9.617 -4.648
H -2.338 -10.959 -3.256
H 0.824 -11.292 0.589
H 2.121 -10.192 2.382
H 1.857 -7.757 2.788
H 0.277 -6.441 1.433
O -12.623 4.913 6.018
C -11.440 4.690 5.829
C -10.905 3.315 5.949
C -11.767 2.264 6.261
C -11.280 0.964 6.336
C -9.931 0.709 6.100
C -9.065 1.756 5.806
C -9.549 3.062 5.736
C -8.615 4.173 5.441
O -7.421 3.960 5.309
C -9.154 5.545 5.301
C -8.290 6.595 4.987
C -8.791 7.881 4.821
C -10.155 8.123 4.967
C -11.016 7.081 5.294
C -10.517 5.790 5.467
H -12.820 2.456 6.440
H -11.953 0.148 6.574
H -9.554 -0.307 6.147
H -8.014 1.551 5.628
H -7.228 6.412 4.867
H -8.118 8.695 4.573
H -10.547 9.125 4.828
H -12.077 7.277 5.410
O 1.353 1.106 -11.593
C 1.310 2.031 -10.801
C 1.930 3.334 -11.134
C 2.548 3.507 -12.373
C 3.098 4.739 -12.708
C 3.032 5.801 -11.809
C 2.433 5.627 -10.567
C 1.886 4.391 -10.224
C 1.265 4.210 -8.892
O 1.275 5.117 -8.077
C 0.628 2.914 -8.567
C 0.009 2.742 -7.329
C -0.621 1.540 -7.027
C -0.635 0.506 -7.961
C -0.007 0.669 -9.191
C 0.631 1.872 -9.495
H 2.598 2.685 -13.079
H 3.575 4.873 -13.673
H 3.451 6.766 -12.077
H 2.389 6.457 -9.870
H 0.013 3.546 -6.601
H -1.106 1.409 -6.064
H -1.135 -0.428 -7.728
H -0.019 -0.142 -9.912
O 6.498 2.340 -12.513
C 7.114 2.378 -11.462
C 8.578 2.604 -11.456
C 9.251 2.794 -12.663
C 10.618 3.046 -12.665
C 11.318 3.109 -11.462
C 10.654 2.903 -10.258
C 9.283 2.644 -10.253
C 8.589 2.408 -8.967
O 9.214 2.389 -7.921
C 7.122 2.202 -8.971
C 6.450 2.014 -7.762
C 5.070 1.854 -7.753
C 4.355 1.881 -8.948
C 5.024 2.054 -10.156
C 6.410 2.209 -10.170
H 8.710 2.751 -13.603
H 11.138 3.198 -13.604
H 12.382 3.318 -11.463
H 11.205 2.949 -9.325
H 7.001 1.997 -6.828
H 4.548 1.712 -6.812
H 3.277 1.765 -8.938
H 4.462 2.071 -11.084
*
```

Atom charges from the Löwdin analysis, given in e for atoms 1 to 2:
1 C -0.181
2 C -0.644